(1)
C3H8NO2 | ωB97M-V with the def2-TZVPD basis set

```
14
C3H8NO2 ωB97M-V with the def2-TZVPD basis set
C -0.869 -0.474 -0.136
C -0.631 0.604 1.096
O -1.705 1.647 1.193
N 0.394 -1.185 -0.372
C 1.452 -0.479 -1.425
O 2.429 0.157 -0.852
H -1.699 -1.123 0.398
H -1.244 0.121 -1.031
H 0.359 1.113 0.933
H -0.461 -0.098 1.980
H -1.484 2.303 1.871
H 0.930 -1.329 0.490
H 0.812 0.148 -2.116
H 1.718 -1.404 -2.030
```

Total charge ... -1
HOMO level ... -2.620 eV
ΔE to the lowest compared entry with this formula, charge and spin ... 84.7 kcal/mol
DFT total energy ... -324.28041 hartree
LUMO energy ... 3.63 eV
Spin multiplicity ... 1
Structure (SMILES) ... [O-]CNCCO

(2)
C3H6NO2S | ωB97M-V with the def2-TZVPD basis set

```
13
C3H6NO2S ωB97M-V with the def2-TZVPD basis set
C 0.588 -0.870 -0.592
C 1.003 -0.666 0.892
C -1.070 0.717 0.538
N -0.163 0.455 -0.864
O -1.433 1.967 0.702
O -2.373 1.028 0.201
S -0.611 -0.432 1.756
H 1.320 -0.807 -1.411
H -0.115 -1.697 -0.860
H 1.420 -1.507 1.423
H 1.667 0.298 1.055
H 0.509 1.193 -1.024
H -0.743 0.319 -1.816
```

Total charge ... +1
HOMO level ... -14.616 eV
ΔE to the lowest compared entry with this formula, charge and spin ... 104.5 kcal/mol
DFT total energy ... -720.90474 hartree
LUMO energy ... -3.95 eV
Spin multiplicity ... 1
Structure (SMILES) ... C1CSC2([NH2+]1)OO2

(3)
C9H9NiO6 | ωB97M-V with the def2-TZVPD basis set

```
25
C9H9NiO6 ωB97M-V with the def2-TZVPD basis set
O -0.244 3.684 0.243
C 0.544 2.856 0.319
Ni -0.482 -0.939 -2.837
C -0.191 -1.919 -1.407
O -0.146 -2.633 -0.493
C 0.669 -1.261 -4.322
O 1.253 -1.751 -5.259
C 1.338 -1.027 -2.921
O 2.450 -0.853 -2.554
C -1.751 -0.384 -1.722
O -2.653 -0.061 -1.072
H -0.422 -0.735 -4.335
C -0.596 0.930 2.806
C 0.819 0.315 2.719
C 0.975 -0.151 1.257
O -0.241 0.142 0.547
C -1.264 0.571 1.465
H -1.165 0.519 3.647
H -0.553 2.019 2.934
H 0.895 -0.551 3.389
H 1.604 1.024 2.995
H 1.828 0.320 0.748
H 1.131 -1.239 1.220
H -1.957 -0.276 1.608
H -1.841 1.400 1.025
```

Total charge ... +1
Expectation value of S² ... 2.0209
HOMO level (alpha / beta) ... -13.156 / -13.164 eV
ΔE to the lowest compared entry with this formula, charge and spin ... 29.1 kcal/mol
DFT total energy ... -2307.59618 hartree
LUMO energy (alpha / beta) ... -6.48 / -7.32 eV
Spin multiplicity ... 3

(4)
C4H8O2S | ωB97M-V with the def2-TZVPD basis set

```
15
C4H8O2S ωB97M-V with the def2-TZVPD basis set
C -0.450 -0.413 0.515
C -0.748 0.680 -2.258
C 0.913 0.636 2.089
C 0.073 -0.339 -1.607
O 0.262 -1.568 0.828
O -0.382 0.449 1.676
S 1.144 -1.353 -2.050
H -1.470 -0.592 0.609
H -0.265 1.601 -1.771
H -0.607 0.676 -3.283
H -1.796 0.404 -1.931
H 1.513 0.663 1.253
H 1.181 -0.193 2.845
H 0.882 1.684 2.646
H -0.249 -2.333 0.439
```

HOMO level ... -7.924 eV
ΔE to the lowest compared entry with this formula, charge and spin ... 117.4 kcal/mol
DFT total energy ... -705.70861 hartree
LUMO energy ... 0.15 eV
Spin multiplicity ... 1

(5)
C30H24Br4N8O2OsP | ωB97M-V with the def2-TZVPD basis set

```
70
C30H24Br4N8O2OsP ωB97M-V with the def2-TZVPD basis set
Os 0.527 -0.404 -0.642
C 2.656 -3.157 1.931
C 1.694 -4.080 2.372
C 0.395 -3.916 1.991
C 0.003 -2.845 1.144
N 0.970 -1.963 0.700
C 2.248 -2.137 1.118
N -1.291 -2.770 0.853
C -1.923 -1.928 0.065
N -1.348 -0.877 -0.654
C -2.349 -0.201 -1.356
N -2.186 0.853 -2.125
C -1.076 1.515 -2.426
C -1.215 2.587 -3.347
C -0.144 3.346 -3.720
C 1.116 3.070 -3.163
C 1.216 2.035 -2.276
N 0.176 1.248 -1.904
C -3.593 -0.841 -1.070
C -4.895 -0.577 -1.501
C -5.904 -1.391 -1.038
C -5.640 -2.459 -0.160
C -4.362 -2.733 0.272
C -3.328 -1.914 -0.186
H 3.694 -3.243 2.217
H 1.981 -4.899 3.018
H -0.386 -4.586 2.319
H 2.961 -1.394 0.794
H -2.206 2.771 -3.732
H -0.262 4.161 -4.422
H 1.988 3.649 -3.424
H 2.165 1.823 -1.806
H -5.091 0.242 -2.181
H -6.922 -1.210 -1.356
H -6.460 -3.078 0.179
H -4.152 -3.556 0.942
Br 4.903 -3.168 -5.344
C 4.173 -2.186 -3.925
C 5.015 -1.338 -3.146
Br 6.839 -1.203 -3.535
C 4.487 -0.609 -2.096
Br 5.527 0.531 -1.018
C 3.124 -0.698 -1.793
O 2.562 -0.046 -0.827
C 2.266 -1.558 -2.583
O 1.027 -1.594 -2.254
C 2.825 -2.291 -3.646
Br 1.666 -3.391 -4.636
C -0.320 3.763 2.495
N 0.959 3.089 2.709
C 0.871 2.261 3.910
N -0.227 1.297 3.854
C -1.481 2.009 3.615
N -1.440 2.829 2.406
C -1.402 2.031 1.200
P 0.147 0.991 1.169
C 1.381 2.334 1.548
C 0.008 0.256 2.876
H -0.269 4.353 1.578
H -0.499 4.434 3.335
H 0.710 2.916 4.767
H 1.813 1.727 4.049
H -1.673 2.662 4.466
H -2.296 1.287 3.534
H -1.424 2.675 0.317
H -2.272 1.371 1.153
H 1.467 2.994 0.681
H 2.361 1.882 1.721
H 0.928 -0.284 3.113
H -0.815 -0.464 2.884
```

Total charge ... +1
Expectation value of S² ... 6.0512
HOMO level (alpha / beta) ... -8.324 / -10.697 eV
ΔE to the lowest compared entry with this formula, charge and spin ... 1.3 kcal/mol
DFT total energy ... -12474.03382 hartree
LUMO energy (alpha / beta) ... -2.58 / -5.41 eV
Spin multiplicity ... 5

(6)
C25H18Br2CuN5OS | ωB97M-V with the def2-TZVPD basis set

```
53
C25H18Br2CuN5OS ωB97M-V with the def2-TZVPD basis set
Cu -0.118 -0.375 0.097
C -2.226 -3.203 -2.333
C -1.464 -2.104 -1.917
N -1.036 -1.977 -0.677
C -1.360 -2.922 0.231
C -2.118 -4.048 -0.089
C -2.549 -4.175 -1.423
C -2.428 -5.000 0.941
C -2.011 -4.809 2.210
C -1.243 -3.649 2.567
C -0.807 -3.380 3.877
C -0.098 -2.234 4.129
C 0.184 -1.362 3.070
N -0.198 -1.598 1.832
C -0.911 -2.718 1.581
H -2.551 -3.262 -3.361
H -1.208 -1.306 -2.603
H -3.141 -5.034 -1.714
H -3.013 -5.872 0.677
H -2.255 -5.524 2.985
H -1.043 -4.074 4.674
H 0.243 -1.990 5.125
H 0.732 -0.444 3.242
Br -4.108 2.698 -0.709
C -2.432 3.029 0.078
C -2.110 4.333 0.479
C -0.906 4.631 1.060
Br -0.531 6.413 1.572
C 0.048 3.611 1.266
C 1.316 3.786 1.863
C 2.170 2.725 1.994
C 1.769 1.467 1.521
N 0.590 1.271 0.975
C -0.289 2.304 0.844
C -1.553 1.961 0.242
O -1.786 0.744 -0.098
H -2.838 5.117 0.322
H 1.599 4.769 2.214
H 3.143 2.841 2.451
H 2.425 0.606 1.589
C 4.357 0.210 -1.353
N 3.467 1.353 -1.495
C 3.843 2.685 -1.443
C 2.731 3.424 -1.637
N 1.698 2.529 -1.808
C 2.146 1.262 -1.722
S 1.226 -0.161 -1.923
H 5.378 0.577 -1.300
H 4.244 -0.450 -2.210
H 4.114 -0.343 -0.448
H 4.863 2.983 -1.281
H 2.587 4.488 -1.671
H 0.727 2.748 -1.972
```

Total charge ... +1
Expectation value of S² ... 0.7534
HOMO level (alpha / beta) ... -9.814 / -9.788 eV
ΔE to the lowest compared entry with this formula, charge and spin ... 9.7 kcal/mol
DFT total energy ... -8499.11481 hartree
LUMO energy (alpha / beta) ... -3.18 / -3.32 eV
Spin multiplicity ... 2

(7)
C13H24Cl2F6NO7S2SbTi | ωB97M-V with the def2-TZVPD basis set

```
57
C13H24Cl2F6NO7S2SbTi ωB97M-V with the def2-TZVPD basis set
Ti -0.324 -0.601 0.954
Cl 0.694 0.813 2.571
C 2.334 -1.775 3.326
Cl 1.615 -2.272 1.852
H 1.786 -1.997 4.225
H 3.119 -1.043 3.252
F -3.826 2.507 -0.386
C -3.960 1.743 0.701
F -4.368 0.537 0.329
F -4.853 2.285 1.520
S -2.349 1.685 1.567
O -1.429 1.117 0.527
O -2.080 3.032 1.936
N -2.675 0.726 2.734
S -2.169 -0.568 3.447
O -1.341 -1.443 2.579
O -1.713 -0.376 4.779
C -3.744 -1.510 3.581
F -4.438 -1.492 2.451
F -3.425 -2.770 3.881
F -4.475 -0.985 4.558
C -2.968 -1.499 -2.655
C -1.485 -1.371 -2.368
C -0.634 -2.238 -3.265
O -1.040 -0.020 -2.557
C -1.214 -1.636 -0.883
O -2.060 -1.357 -0.010
O -0.043 -1.957 -0.464
H -3.147 -1.261 -3.704
H -3.552 -0.825 -2.029
H -3.316 -2.514 -2.461
H -0.705 -1.852 -4.282
H -0.985 -3.270 -3.260
H 0.408 -2.227 -2.951
H -1.646 0.576 -2.093
C 4.534 -0.126 0.562
C 3.582 1.065 0.474
Sb 1.744 0.731 -0.536
C 2.434 0.257 -2.484
C 3.057 -1.130 -2.664
C 1.329 2.781 -0.937
C 1.188 3.672 0.294
H 5.354 0.072 1.257
H 4.986 -0.358 -0.403
H 4.037 -1.037 0.902
H 4.051 1.905 -0.046
H 3.298 1.417 1.466
H 3.137 1.052 -2.742
H 1.554 0.376 -3.118
H 4.090 -1.157 -2.316
H 3.066 -1.430 -3.714
H 2.520 -1.906 -2.114
H 0.428 2.815 -1.553
H 2.160 3.105 -1.569
H 0.334 3.391 0.908
H 1.056 4.716 0.002
H 2.073 3.626 0.933
```

Expectation value of S² ... 2.0081
HOMO level (alpha / beta) ... -8.808 / -8.818 eV
ΔE to the lowest compared entry with this formula, charge and spin ... 25.0 kcal/mol
DFT total energy ... -4496.89701 hartree
LUMO energy (alpha / beta) ... -0.17 / -0.64 eV
Spin multiplicity ... 3

(8)
C8H10NO | ωB97M-V with the def2-TZVPD basis set

```
20
C8H10NO ωB97M-V with the def2-TZVPD basis set
C -0.393 -0.756 -0.640
C 0.712 0.099 -0.401
C -0.068 0.892 1.555
C -1.867 -2.232 -1.742
C -0.688 -1.651 -1.734
C -1.203 0.154 1.297
C 1.870 0.124 -1.258
C 0.006 1.819 2.708
N 0.785 0.941 0.614
O -1.336 -0.663 0.276
H -2.209 -2.890 -2.538
H -2.650 -2.070 -0.928
H -0.067 -1.523 -2.667
H -1.984 0.092 1.968
H 2.771 -0.027 -0.767
H 2.012 1.241 -1.249
H 1.903 -0.306 -2.188
H 0.552 1.427 3.484
H -0.944 2.202 3.068
H 0.631 2.670 2.491
```

Total charge ... +1
HOMO level ... -13.676 eV
ΔE to the lowest compared entry with this formula, charge and spin ... 69.8 kcal/mol
DFT total energy ... -440.48012 hartree
LUMO energy ... -5.86 eV
Spin multiplicity ... 1

(9)
C35H24BrHfN6O5 | ωB97M-V with the def2-TZVPD basis set

```
72
C35H24BrHfN6O5 ωB97M-V with the def2-TZVPD basis set
Hf 0.615 -0.286 0.140
O -1.494 -3.944 1.648
C -2.611 -3.312 2.061
C -3.746 -4.101 2.244
C -4.933 -3.523 2.644
C -5.019 -2.150 2.884
C -3.897 -1.373 2.714
C -2.679 -1.930 2.294
C -1.550 -1.043 2.001
O -0.462 -1.563 1.492
N -1.669 0.248 2.201
N -0.492 0.851 1.813
C -0.284 2.039 2.225
C 1.039 2.611 1.944
C 1.476 3.790 2.521
C 2.814 4.134 2.376
C 3.656 3.275 1.695
C 3.123 2.121 1.133
N 1.836 1.813 1.218
H -0.793 -3.273 1.565
H -3.669 -5.164 2.062
H -5.807 -4.148 2.774
H -5.952 -1.701 3.195
H -3.936 -0.306 2.885
H -1.011 2.539 2.858
H 0.793 4.399 3.096
H 3.195 5.045 2.818
H 4.713 3.478 1.600
H 3.751 1.417 0.603
Br -6.703 -0.766 -0.638
C -4.832 -0.880 -0.838
C -4.228 -2.135 -0.951
C -2.861 -2.255 -1.086
C -2.058 -1.111 -1.062
O -0.738 -1.208 -1.138
C -2.673 0.155 -0.978
C -1.882 1.345 -1.140
N -0.602 1.392 -0.979
C 0.141 2.527 -1.386
C -0.318 3.808 -1.504
C 0.534 4.832 -1.978
C 1.821 4.558 -2.333
C 2.330 3.242 -2.196
C 3.657 2.889 -2.540
C 4.078 1.604 -2.369
C 3.185 0.670 -1.807
N 1.950 0.956 -1.465
C 1.494 2.232 -1.699
C -4.070 0.261 -0.885
H -4.847 -3.022 -0.920
H -2.393 -3.227 -1.156
H -2.406 2.232 -1.500
H -1.337 4.058 -1.237
H 0.148 5.838 -2.065
H 2.475 5.332 -2.714
H 4.318 3.648 -2.938
H 5.079 1.291 -2.629
H 3.518 -0.343 -1.613
H -4.533 1.238 -0.833
O 3.880 -2.341 1.778
C 3.032 -1.955 1.023
O 2.258 -0.903 1.196
C 2.762 -2.619 -0.306
C 3.496 -3.698 -0.759
C 3.205 -4.198 -2.018
C 2.197 -3.606 -2.765
C 1.496 -2.541 -2.228
N 1.781 -2.055 -1.015
H 4.266 -4.111 -0.123
H 3.754 -5.042 -2.414
H 1.942 -3.968 -3.751
H 0.676 -2.068 -2.748
```

Total charge ... +1
HOMO level ... -10.426 eV
ΔE to the lowest compared entry with this formula, charge and spin ... 0.4 kcal/mol
DFT total energy ... -4675.03040 hartree
LUMO energy ... -3.71 eV
Spin multiplicity ... 1

(10)
C4H6N2O | ωB97M-V with the def2-TZVPD basis set

```
13
C4H6N2O ωB97M-V with the def2-TZVPD basis set
N 1.456 0.614 1.580
C 0.458 0.183 0.773
C -0.750 1.110 0.630
O -0.438 0.061 -2.074
N -1.541 0.362 -0.117
C -0.797 -0.650 -0.901
C 0.344 -0.935 0.026
H 2.242 0.030 1.809
H 1.316 1.492 2.047
H 0.499 0.314 -2.016
H -2.337 0.752 -0.610
H -1.425 -1.517 -1.162
H 1.024 -1.776 -0.077
```

HOMO level ... -8.376 eV
ΔE to the lowest compared entry with this formula, charge and spin ... 73.9 kcal/mol
DFT total energy ... -340.67711 hartree
LUMO energy ... 0.56 eV
Spin multiplicity ... 1

(11)
C27H23FeN3PS4Sb | ωB97M-V with the def2-TZVPD basis set

```
60
C27H23FeN3PS4Sb ωB97M-V with the def2-TZVPD basis set
Fe 1.683 1.224 0.750
N 0.857 -1.124 3.058
C 0.211 -0.373 3.981
C -0.231 -0.957 5.161
C -0.883 -0.224 6.159
C -1.122 1.106 5.994
C -0.686 1.756 4.813
C -0.942 3.139 4.607
C -0.516 3.749 3.468
C 0.218 2.998 2.532
N 0.486 1.713 2.670
C 0.010 1.047 3.798
H 0.786 -2.118 3.211
H 0.793 -0.871 2.034
H -0.070 -2.018 5.301
H -1.208 -0.731 7.061
H -1.644 1.683 6.749
H -1.484 3.684 5.372
H -0.703 4.788 3.245
H 0.568 3.496 1.631
S 2.853 6.771 -0.502
Sb 1.967 4.752 -1.187
S 3.673 1.476 -0.463
S 3.100 3.114 0.738
S -0.287 4.646 -0.568
N 0.424 -0.122 0.158
P 0.126 -0.732 -1.205
C -0.989 -2.188 -1.085
C -0.722 -3.447 -1.610
C -1.603 -4.501 -1.397
C -2.759 -4.304 -0.656
C -3.029 -3.049 -0.121
C -2.148 -2.005 -0.330
C -0.761 0.388 -2.344
C -1.753 -0.026 -3.237
C -2.394 0.901 -4.043
C -2.057 2.247 -3.958
C -1.080 2.669 -3.067
C -0.435 1.739 -2.271
C 1.528 -1.353 -2.201
C 2.763 -1.475 -1.580
C 3.863 -1.921 -2.293
C 3.734 -2.252 -3.634
C 2.503 -2.123 -4.264
C 1.406 -1.667 -3.551
H 0.185 -3.609 -2.186
H -1.380 -5.480 -1.808
H -3.443 -5.125 -0.489
H -3.923 -2.890 0.467
H -2.335 -1.031 0.105
H -2.037 -1.072 -3.288
H -3.169 0.575 -4.728
H -2.571 2.973 -4.576
H -0.824 3.715 -2.960
H 0.310 2.080 -1.567
H 2.861 -1.172 -0.531
H 4.826 -1.982 -1.804
H 4.596 -2.589 -4.196
H 2.402 -2.360 -5.315
H 0.455 -1.539 -4.048
```

Total charge ... -2
Expectation value of S² ... 6.0244
HOMO level (alpha / beta) ... -0.678 / -0.691 eV
ΔE to the lowest compared entry with this formula, charge and spin ... 26.3 kcal/mol
DFT total energy ... -4645.16655 hartree
LUMO energy (alpha / beta) ... 4.04 / 4.04 eV
Spin multiplicity ... 5